Below is C45H90N2O11Rb as an isolated structure at a distorted geometry, with properties calculated with ωB97M-V with the def2-TZVPD basis set.

```
! RIJCOSX wB97M-V def2-TZVPD def2/J DEFGRID3
* xyz -1 1
Rb 10.172 30.891 0.951
C 10.366 22.073 4.381
C 8.995 22.731 4.743
C 8.491 22.082 5.994
C 7.325 22.804 6.713
C 7.699 24.313 6.989
C 8.184 25.037 5.745
N 9.163 24.225 4.931
O 9.804 24.928 3.818
C 8.786 26.330 6.393
C 6.935 25.365 4.791
C 8.045 22.335 3.570
H 10.575 22.412 3.367
H 10.390 20.984 4.333
H 11.142 22.398 5.075
H 9.213 21.810 6.763
H 8.046 21.143 5.665
H 7.092 22.258 7.627
H 6.467 22.814 6.041
H 8.362 24.357 7.854
H 6.779 24.700 7.427
H 8.814 27.149 5.674
H 9.805 26.137 6.728
H 8.167 26.662 7.226
H 7.170 25.459 3.731
H 6.536 26.316 5.144
H 6.095 24.686 4.939
H 8.245 22.837 2.624
H 7.017 22.592 3.825
H 8.041 21.257 3.407
C 21.291 23.937 2.152
C 21.598 24.202 0.677
C 22.933 23.399 0.423
C 22.720 21.888 0.212
C 21.525 21.546 -0.703
C 20.196 22.321 -0.341
N 20.461 23.804 -0.223
O 19.206 24.667 -0.218
C 19.418 21.645 0.817
C 19.305 22.009 -1.556
C 21.984 25.706 0.518
H 20.247 24.089 2.427
H 21.871 24.608 2.785
H 21.563 22.945 2.515
H 23.723 23.582 1.151
H 23.347 23.682 -0.545
H 22.469 21.338 1.119
H 23.673 21.465 -0.106
H 21.441 20.467 -0.569
H 21.820 21.689 -1.743
H 20.032 21.602 1.716
H 19.039 20.649 0.589
H 18.524 22.224 1.050
H 19.377 21.004 -1.970
H 19.616 22.638 -2.390
H 18.262 22.223 -1.321
H 21.973 25.794 -0.568
H 23.006 25.891 0.849
H 21.201 26.364 0.895
C 4.763 16.114 11.464
C 6.168 15.518 11.185
O 6.370 14.960 10.111
C 7.258 15.725 12.213
H 4.196 15.620 12.253
H 4.114 15.987 10.597
H 5.085 17.119 11.737
H 8.242 15.539 11.784
H 7.233 15.219 13.178
H 7.260 16.805 12.367
C 0.466 22.928 9.930
C 0.168 24.369 9.488
O 0.044 24.652 8.336
C -0.118 25.366 10.498
H 0.040 22.555 10.862
H 1.535 22.785 10.083
H 0.211 22.284 9.088
H -0.509 24.992 11.444
H -0.804 26.136 10.145
H 0.825 25.790 10.841
C 11.397 12.330 4.904
C 12.908 12.245 5.030
O 13.483 12.467 6.087
C 13.611 11.920 3.807
H 11.235 13.205 4.275
H 11.079 12.571 5.918
H 10.921 11.476 4.420
H 14.659 11.798 4.082
H 13.526 12.818 3.194
H 13.249 11.015 3.320
C 8.894 29.031 14.024
C 10.189 29.632 14.575
O 10.768 29.176 15.572
C 10.761 30.841 13.804
H 8.102 29.741 14.262
H 8.590 28.182 14.636
H 8.916 28.799 12.959
H 11.804 31.056 14.038
H 10.207 31.698 14.187
H 10.591 30.823 12.727
C 15.334 19.099 12.186
C 15.709 20.027 13.345
O 16.822 20.596 13.446
C 14.606 20.332 14.375
H 15.396 18.032 12.403
H 15.946 19.229 11.293
H 14.294 19.308 11.936
H 15.001 21.064 15.080
H 14.289 19.390 14.822
H 13.803 20.878 13.879
C 9.569 16.915 -3.533
C 10.900 17.527 -4.047
O 11.204 18.719 -3.881
C 11.880 16.613 -4.813
H 9.796 15.865 -3.351
H 8.773 17.098 -4.255
H 9.392 17.476 -2.615
H 11.355 16.410 -5.747
H 12.051 15.602 -4.444
H 12.780 17.156 -5.100
C 8.819 36.744 5.380
C 7.805 35.668 5.752
O 7.479 34.806 4.958
C 7.247 35.637 7.150
H 9.770 36.222 5.271
H 8.837 37.654 5.980
H 8.599 37.025 4.350
H 7.465 36.562 7.683
H 7.829 34.896 7.699
H 6.196 35.360 7.228
C 0.946 27.621 0.860
C 1.269 27.310 -0.555
O 0.859 27.944 -1.507
C 2.041 26.012 -0.852
H 0.023 28.175 0.693
H 1.775 28.234 1.214
H 0.774 26.734 1.470
H 3.090 26.253 -1.021
H 1.710 25.496 -1.753
H 1.915 25.332 -0.009
C 0.409 32.834 7.121
C -0.322 33.940 7.901
O -0.599 33.890 9.094
C -0.979 35.089 7.145
H 1.112 32.209 7.671
H 1.063 33.237 6.348
H -0.260 32.112 6.653
H -1.366 34.675 6.214
H -0.154 35.743 6.860
H -1.818 35.574 7.645
*
```

- LUMO: -0.567 eV
- Highest occupied orbital energy: -1.8 eV
- Orbital gap: 1.201 eV

***

Below is a 12-piece molecular cluster, C72H72 overall at a distorted geometry, with properties calculated with ωB97M-V with the def2-TZVPD basis set.

```
! RIJCOSX wB97M-V def2-TZVPD def2/J DEFGRID3
* xyz 0 1
C -2.405 -2.588 -2.464
C -3.710 -2.413 -2.253
C -4.353 -2.770 -1.082
C -3.559 -3.225 0.003
C -2.158 -3.408 -0.198
C -1.648 -3.151 -1.420
H -2.000 -2.358 -3.420
H -4.343 -1.965 -3.072
H -5.429 -2.705 -1.082
H -4.056 -3.366 0.940
H -1.593 -3.887 0.624
H -0.665 -3.396 -1.745
C -3.618 2.257 -4.297
C -3.403 1.152 -3.557
C -3.878 1.057 -2.238
C -4.526 2.155 -1.665
C -4.702 3.266 -2.410
C -4.235 3.338 -3.704
H -3.294 2.295 -5.342
H -2.884 0.265 -3.981
H -3.780 0.209 -1.537
H -4.799 2.113 -0.607
H -5.101 4.220 -2.076
H -4.504 4.189 -4.264
C 4.346 3.670 -1.292
C 5.512 2.918 -1.120
C 5.897 1.881 -1.921
C 5.221 1.716 -3.121
C 4.101 2.562 -3.396
C 3.703 3.539 -2.531
H 4.049 4.300 -0.497
H 6.030 3.097 -0.198
H 6.839 1.250 -1.697
H 5.451 0.938 -3.858
H 3.536 2.434 -4.328
H 2.776 4.042 -2.743
C 0.161 1.856 0.922
C -0.813 0.935 0.506
C -0.445 -0.010 -0.396
C 0.798 -0.072 -1.008
C 1.802 0.884 -0.665
C 1.413 1.843 0.312
H 0.096 2.453 1.851
H -1.802 0.845 1.013
H -1.233 -0.767 -0.554
H 0.904 -0.919 -1.694
H 2.702 0.954 -1.245
H 2.190 2.530 0.579
C 3.265 -5.512 -1.086
C 2.711 -4.393 -0.367
C 2.641 -3.144 -0.915
C 3.079 -2.883 -2.172
C 3.721 -3.880 -2.890
C 3.837 -5.163 -2.297
H 3.161 -6.496 -0.629
H 2.352 -4.614 0.647
H 2.192 -2.318 -0.378
H 2.930 -1.937 -2.667
H 4.061 -3.754 -3.921
H 4.352 -5.897 -2.840
C 0.059 -0.508 3.437
C 0.261 -0.410 4.787
C 0.481 -1.516 5.512
C 0.405 -2.758 4.945
C 0.142 -2.948 3.603
C -0.053 -1.787 2.804
H -0.159 0.393 2.849
H 0.327 0.548 5.241
H 0.553 -1.447 6.562
H 0.590 -3.604 5.546
H 0.064 -3.898 3.130
H -0.327 -1.891 1.790
C -3.358 2.928 3.307
C -2.920 1.625 3.493
C -3.596 0.539 2.997
C -4.775 0.696 2.331
C -5.283 1.972 2.285
C -4.564 3.073 2.692
H -2.647 3.693 3.628
H -2.006 1.457 3.987
H -3.004 -0.374 3.109
H -5.272 -0.176 1.868
H -6.314 2.117 1.790
H -5.015 4.044 2.400
C 0.907 5.159 2.828
C 0.103 4.954 3.988
C 0.404 3.894 4.869
C 1.471 3.082 4.685
C 2.241 3.225 3.549
C 2.055 4.362 2.699
H 0.654 5.835 2.074
H -0.790 5.518 4.205
H -0.166 3.675 5.776
H 1.645 2.206 5.334
H 3.098 2.546 3.350
H 2.695 4.487 1.873
C -2.404 -5.885 3.342
C -2.771 -4.622 3.831
C -3.399 -4.485 5.071
C -3.707 -5.628 5.799
C -3.325 -6.837 5.377
C -2.696 -6.999 4.145
H -2.137 -6.033 2.283
H -2.461 -3.781 3.236
H -3.468 -3.521 5.441
H -4.065 -5.474 6.844
H -3.545 -7.681 6.030
H -2.392 -8.080 3.850
C 6.196 0.608 3.755
C 5.334 -0.204 4.483
C 4.082 -0.583 3.993
C 3.658 -0.198 2.737
C 4.525 0.579 1.963
C 5.797 0.944 2.465
H 7.124 0.936 4.096
H 5.798 -0.539 5.365
H 3.576 -1.331 4.630
H 2.647 -0.418 2.392
H 4.228 0.957 0.929
H 6.435 1.449 1.810
C -0.627 5.222 -5.741
C -0.231 3.903 -5.983
C -0.001 3.058 -4.901
C -0.139 3.541 -3.581
C -0.470 4.827 -3.318
C -0.705 5.676 -4.414
H -0.831 5.838 -6.590
H -0.122 3.559 -7.020
H 0.378 2.081 -5.113
H 0.061 2.848 -2.714
H -0.578 5.176 -2.288
H -1.050 6.693 -4.263
C -1.246 -2.652 -6.092
C -0.036 -3.031 -5.528
C 0.932 -2.056 -5.332
C 0.651 -0.758 -5.558
C -0.595 -0.413 -6.028
C -1.506 -1.348 -6.395
H -1.934 -3.431 -6.388
H 0.202 -4.079 -5.319
H 1.935 -2.294 -4.984
H 1.346 -0.011 -5.119
H -0.863 0.635 -6.171
H -2.402 -1.039 -6.905
*
```

- LUMO: 0.634 eV
- Highest occupied orbital energy: -9.0 eV
- Energy above the lowest of the compared OMol25 structures with the same formula, charge and spin: 66.6 kcal/mol
- Structure (SMILES): c1ccccc1.c1ccccc1.c1ccccc1.c1ccccc1.c1ccccc1.c1ccccc1.c1ccccc1.c1ccccc1.c1ccccc1.c1ccccc1.c1ccccc1.c1ccccc1
- Orbital gap: 9.592 eV